# C3H3FN2

A cluster of 2 separate species, C3H3FN2 in total in a non-equilibrium geometry (the ωB97M-V functional and the def2-TZVPD basis, the Open Molecules 2025 dataset).

Calculated values
ΔE to the lowest compared entry with this formula, charge and spin: 55.4 kcal per mole
SMILES string: C=C=NC#N.F
Molar mass: 86.07 u

```
9
Properties=species:S:1:pos:R:3:forces:R:3
C -0.467 0.430 0.023 -4.0107 -0.1718 -0.5458
C -2.736 0.918 0.058 0.3314 0.5019 0.0139
C 0.776 0.680 0.058 1.6913 0.7824 -1.3763
N -1.689 0.170 -0.113 3.5484 -0.9029 0.1833
N -3.724 1.476 0.115 -1.7690 1.0130 0.2487
F -1.960 -2.415 -0.215 -0.4440 0.1384 0.5294
H -2.312 -1.654 0.221 0.5260 -0.7416 -0.6837
H 1.290 0.498 0.987 0.4918 0.1460 -0.0487
H 1.224 1.109 -0.902 -0.3652 -0.7655 1.6790
```
Positions in Å, forces in eV/Å.

***

# C40H49Br2N3O2PSeSiSr

A structure of composition C40H49Br2N3O2PSeSiSr (the ωB97M-V functional and the def2-TZVPD basis, the Open Molecules 2025 dataset).

Calculated values
ΔE to the lowest compared entry with this formula, charge and spin: 9.4 kcal per mole
Molar mass: 989.30 u
Net charge: -1

```
100
Properties=species:S:1:pos:R:3:forces:R:3
Sr -0.041 -0.048 -0.279 -0.0709 -0.0961 0.0688
C 0.164 -6.700 4.614 0.0230 0.0141 -0.0076
C 0.771 -6.753 3.204 -0.0127 -0.0601 0.0178
C 0.362 -8.082 2.566 -0.0076 0.0153 -0.0342
C 2.302 -6.732 3.321 0.0090 -0.0039 0.0277
C 0.298 -5.551 2.389 0.0208 0.0178 0.0170
C 0.575 -4.263 2.840 0.0222 0.0254 0.0437
C 0.161 -3.176 2.109 -0.0343 -0.1166 -0.0865
Br 0.595 -1.421 2.726 0.0134 -0.0115 0.0143
C -0.558 -3.252 0.886 0.0092 -0.0289 -0.0723
O -0.899 -2.179 0.260 0.0182 0.2139 0.0233
C -0.826 -4.573 0.426 0.0010 0.1043 0.0604
C -0.391 -5.657 1.187 -0.0153 0.0197 -0.0169
C -1.529 -4.887 -0.906 -0.0067 -0.0444 -0.0591
C -0.524 -5.584 -1.839 -0.0163 -0.0021 0.0134
C -2.080 -3.674 -1.671 -0.0161 -0.0126 0.0122
C -2.719 -5.827 -0.650 -0.0011 -0.0126 0.0024
H 0.492 -7.559 5.206 0.0001 0.0047 -0.0007
H -0.927 -6.710 4.563 -0.0015 -0.0022 -0.0056
H 0.466 -5.793 5.142 -0.0138 -0.0060 -0.0041
H 0.708 -8.910 3.189 0.0012 0.0039 0.0035
H 0.801 -8.203 1.574 -0.0003 0.0069 0.0079
H -0.723 -8.161 2.471 0.0060 -0.0020 0.0066
H 2.655 -7.590 3.901 -0.0011 0.0061 -0.0029
H 2.648 -5.825 3.819 0.0005 -0.0026 -0.0107
H 2.765 -6.767 2.334 -0.0107 -0.0015 -0.0071
H 1.126 -4.102 3.760 -0.0100 0.0188 -0.0061
H -0.599 -6.645 0.798 0.0119 -0.0129 0.0228
H 0.313 -4.919 -2.056 0.0005 -0.0019 0.0076
H -1.005 -5.847 -2.786 -0.0016 0.0040 0.0058
H -0.129 -6.499 -1.392 0.0030 0.0036 -0.0054
H -1.283 -3.005 -1.989 -0.0106 0.0059 0.0022
H -2.785 -3.101 -1.068 0.0251 -0.0118 -0.0091
H -2.601 -4.045 -2.560 0.0011 -0.0136 -0.0026
H -2.417 -6.767 -0.185 0.0012 0.0130 -0.0061
H -3.213 -6.067 -1.595 0.0012 0.0018 0.0006
H -3.449 -5.348 0.006 0.0049 0.0025 0.0009
Br 2.083 7.572 6.793 -0.0102 0.0099 -0.0122
C 1.459 7.703 5.004 -0.0051 0.0177 0.0351
C 2.161 7.065 3.993 0.0307 -0.0158 -0.0704
C 1.703 7.151 2.689 -0.0207 -0.0056 0.2280
C 0.545 7.871 2.409 -0.0198 -0.0681 -0.1628
C -0.125 8.542 3.422 0.0996 -0.0684 0.1161
C 0.323 8.444 4.732 -0.0286 0.0156 -0.0044
N 0.132 8.087 1.057 -0.2021 -0.0736 -0.1414
N -0.131 7.152 0.275 0.1877 0.1609 -0.0183
C -0.214 5.794 0.638 -0.1004 0.0725 0.1811
C -0.763 5.309 1.819 0.1111 -0.1803 -0.1439
C -0.938 3.950 2.045 -0.1904 0.0418 -0.0315
C -0.583 2.974 1.093 0.1261 0.0377 0.2094
O -0.745 1.728 1.271 0.0182 -0.0661 -0.0521
C 0.016 3.476 -0.137 0.0786 0.2933 -0.1573
N 0.436 2.553 -1.033 -0.0097 -0.3032 -0.0654
C 0.964 2.941 -2.170 0.0176 -0.0033 -0.0013
C 1.116 4.298 -2.507 -0.0493 -0.0115 0.0583
C 0.724 5.251 -1.608 0.0272 -0.0322 -0.1038
C 0.158 4.860 -0.374 -0.0531 -0.0453 0.0918
H 3.054 6.502 4.228 -0.0005 -0.0040 -0.0179
H 2.232 6.646 1.891 -0.0081 -0.0025 -0.0228
H -1.000 9.132 3.182 -0.0081 -0.0054 -0.0243
H -0.202 8.947 5.533 -0.0004 0.0003 -0.0030
H -1.103 5.991 2.582 0.0156 0.1318 0.0329
H -1.391 3.612 2.968 0.0113 -0.0334 -0.0136
H 1.286 2.152 -2.844 -0.0372 0.0024 -0.0092
H 1.543 4.564 -3.464 0.0045 0.0218 -0.0006
H 0.833 6.305 -1.824 -0.0026 -0.0025 0.0133
C 3.415 -0.403 -0.186 -0.0824 0.0229 -0.0455
Si 3.436 -0.623 -2.070 0.1015 0.0545 0.0376
C 4.211 0.956 -2.766 -0.0395 -0.0256 0.0068
C 4.593 -2.060 -2.461 -0.0494 0.0374 0.0379
Se 1.398 -0.992 -2.864 -0.1930 0.1190 -0.0434
H 4.424 -0.348 0.233 -0.0187 -0.0011 0.0062
H 2.894 -1.228 0.307 0.0498 -0.0493 0.0080
H 2.911 0.532 0.091 0.0303 0.0299 -0.0128
H 5.274 1.038 -2.519 -0.0136 -0.0146 0.0288
H 3.700 1.833 -2.358 0.0255 -0.0148 -0.0132
H 4.107 0.989 -3.852 0.0097 -0.0286 0.0078
H 5.617 -1.861 -2.130 -0.0097 0.0083 0.0094
H 4.607 -2.251 -3.536 -0.0013 0.0200 0.0037
H 4.239 -2.969 -1.970 0.0006 0.0074 -0.0055
C -4.140 1.849 -0.680 0.0282 0.0359 -0.0052
P -2.873 0.946 -1.636 0.3301 -0.2501 0.1164
C -3.878 -0.279 -2.553 -0.1345 -0.0188 -0.0371
C -2.406 2.100 -2.963 -0.0578 0.1468 -0.0376
C -1.709 1.600 -4.064 0.0150 0.0220 -0.0235
C -1.280 2.450 -5.072 0.0100 -0.0517 0.0091
C -1.523 3.814 -4.986 0.0049 0.0297 0.0286
C -2.187 4.325 -3.881 0.0147 0.0073 -0.0046
C -2.626 3.474 -2.875 -0.0054 -0.0449 -0.0367
H -3.663 2.630 -0.086 0.0034 0.0022 0.0040
H -4.591 1.143 0.018 0.0030 -0.0002 -0.0027
H -4.918 2.285 -1.308 0.0090 -0.0073 -0.0213
H -4.643 0.191 -3.174 0.0047 0.0147 0.0084
H -4.354 -0.948 -1.834 0.0224 -0.0002 0.0130
H -3.229 -0.890 -3.179 0.0051 0.0160 -0.0018
H -1.474 0.544 -4.132 0.0130 0.0019 0.0231
H -0.737 2.043 -5.916 -0.0035 0.0032 0.0038
H -1.178 4.478 -5.769 -0.0051 0.0047 0.0033
H -2.357 5.390 -3.790 0.0018 0.0007 -0.0091
H -3.138 3.893 -2.018 0.0068 -0.0001 0.0123
```
Positions in Å, forces in eV/Å.

***

# C4H10NOP

A cluster of 2 separate species, C4H10NOP in total in a non-equilibrium geometry (the ωB97M-V functional and the def2-TZVPD basis, the Open Molecules 2025 dataset).

Calculated values
ΔE to the lowest compared entry with this formula, charge and spin: 66.6 kcal per mole
SMILES string: CN(C)C=O.C=P
Molar mass: 119.10 u

```
17
Properties=species:S:1:pos:R:3:forces:R:3
C -1.270 -1.487 -0.182 -2.2250 -0.6456 -0.4137
C -2.184 0.583 -0.978 -0.6188 1.4547 -0.7827
C -0.413 0.535 0.816 -0.4414 -0.0235 3.0859
C 3.499 0.404 0.056 -0.1604 1.0986 -0.7173
N -1.405 -0.161 0.048 -0.0586 0.3852 -2.7011
O -2.015 -2.207 -0.841 0.9429 1.0006 0.2101
P 3.208 -1.213 0.291 0.6739 -0.2546 -0.4974
H -3.195 0.798 -0.576 0.6414 0.2786 -0.1241
H -1.713 1.556 -1.418 -0.4161 -1.5586 1.5339
H -2.405 0.038 -1.919 0.5298 -0.4942 0.9147
H -0.029 -0.116 1.704 -0.7169 0.7920 -1.7127
H 0.476 0.907 0.302 -0.3513 0.1665 -0.2962
H -1.004 1.326 1.358 1.0954 -0.2184 -0.6504
H -0.513 -1.865 0.437 1.5419 -1.1012 0.9449
H 4.255 0.978 -0.595 -0.9925 -1.4805 1.2770
H 2.731 1.036 0.496 0.3300 0.3784 -0.1402
H 1.976 -1.112 1.003 0.2256 0.2221 0.0693
```
Positions in Å, forces in eV/Å.

***

# C11H20Cl3NO6P2

A cluster of 2 separate species, C11H20Cl3NO6P2 in total in a non-equilibrium geometry (the ωB97M-V functional and the def2-TZVPD basis, the Open Molecules 2025 dataset).

Calculated values
ΔE to the lowest compared entry with this formula, charge and spin: 0.0 kcal per mole
SMILES string: C/C(Cl)=C(\Cl)N(PP(=O)(O)O)C(=O)OC[C@H](C)Cl.C1CCOC1
Molar mass: 430.59 u

```
43
Properties=species:S:1:pos:R:3:forces:R:3
C -4.513 -0.751 -3.973 -0.5889 0.8573 0.3364
C -3.762 0.562 -3.902 -1.3054 -0.3865 -0.5640
Cl -4.666 1.957 -4.493 0.4083 -0.6318 -0.0449
C -2.531 0.701 -3.468 1.2056 -0.2370 -0.2848
Cl -1.683 -0.759 -2.964 -0.1289 0.7116 -0.0577
N -1.799 1.936 -3.402 -0.5521 -0.2158 2.1227
P -2.466 3.113 -2.287 0.7012 1.3214 -0.0667
P -3.688 2.121 -0.793 -1.2465 -0.8667 1.2859
O -3.007 1.009 -0.128 0.6986 -0.2494 -0.4645
O -4.000 3.281 0.336 0.2318 -0.0253 -1.7126
O -5.160 1.663 -1.313 0.5009 0.9105 0.4032
C -0.379 1.708 -3.102 -1.4069 0.8598 0.2403
O 0.320 1.353 -3.966 1.5715 -0.8734 -1.2650
O -0.028 2.007 -1.842 -0.3365 -0.8112 -0.0910
C 0.967 1.154 -1.262 1.3405 -0.5187 1.0544
C 0.393 0.132 -0.240 0.3073 0.8875 0.6546
C 1.032 0.288 1.184 -0.3056 -0.7577 -0.5970
Cl 0.725 -1.583 -0.745 -0.4446 0.4405 -0.1841
H -5.552 -0.519 -3.695 0.1870 -0.2180 -0.2614
H -4.491 -1.138 -4.999 0.0152 -0.0591 0.2887
H -4.155 -1.477 -3.241 0.1435 0.1186 -0.3386
H -3.370 3.887 -3.060 -0.1426 -0.6829 0.0875
H -3.461 4.054 0.097 -0.2062 0.0413 0.4464
H -5.821 1.863 -0.630 0.0236 -0.0980 -0.2173
H 1.642 1.810 -0.697 -0.3056 0.0431 -0.3145
H 1.600 0.618 -1.980 -0.4941 0.3757 -0.3429
H -0.683 0.333 -0.150 0.1504 -0.5771 -0.2981
H 1.725 -0.547 1.340 0.0211 0.4247 0.1041
H 1.581 1.228 1.299 -0.3345 -0.1133 0.1128
H 0.228 0.166 1.919 0.3152 0.3166 -0.0015
C 5.196 -2.777 3.911 0.1694 0.0922 0.1373
C 3.828 -3.069 4.507 -0.1287 -0.1817 -0.0878
C 3.123 -1.733 4.336 0.0037 0.2122 0.0804
O 3.674 -1.123 3.164 0.0923 -0.1819 0.1036
C 4.844 -1.846 2.763 -0.1161 -0.0269 -0.2132
H 5.734 -3.668 3.586 -0.0215 0.0177 -0.0207
H 5.816 -2.252 4.643 0.0102 -0.0181 -0.0283
H 3.322 -3.837 3.916 -0.0084 0.0118 0.0324
H 3.861 -3.403 5.543 -0.0014 0.0342 -0.0085
H 3.316 -1.070 5.186 -0.0488 -0.0546 0.0563
H 2.043 -1.840 4.218 0.0132 0.0690 -0.0678
H 4.599 -2.410 1.856 0.0875 -0.0245 -0.0086
H 5.645 -1.143 2.529 -0.0746 0.0639 -0.0057
```
Positions in Å, forces in eV/Å.

***

| no. | total energy (eV) | gap between HOMO and LUMO (eV) |
| --- | --- | --- |
| 1 | -8854.6767 | 10.1 |
| 2 | -274281.9773 | 6.8 |
| 3 | -17134.0800 | 9.6 |
| 4 | -81652.0705 | 9.2 |